ORCA calculation (ωB97M-V with the def2-TZVPD basis set) on an isolated molecule of C6H10O.

Last columns: bonded neighbours and bond lengths (Å).
Atoms and positions in Å:
1 O -0.43694 0.21240 2.09956  C2 1.429, H8 0.966
2 C -0.76791 0.81998 0.84895  O1 1.429, C3 1.509, C7 1.532, H9 1.094
3 C -1.53135 -0.15647 -0.01261  C2 1.509, C4 1.334, H10 1.088
4 C -0.87547 -1.00203 -0.80985  C3 1.334, C5 1.512, H11 1.089
5 C 0.62410 -0.99338 -1.00063  C4 1.512, C6 1.536, H12 1.099, H13 1.098
6 C 1.35820 0.01261 -0.10147  C5 1.536, C7 1.528, H14 1.098, H15 1.094
7 C 0.49005 1.25503 0.09058  C2 1.532, C6 1.528, H16 1.095, H17 1.101
8 H -0.36590 -0.73754 1.94038  O1 0.966
9 H -1.37874 1.68748 1.11479  C2 1.094
10 H -2.61613 -0.18349 0.06637  C3 1.088
11 H -1.43284 -1.72266 -1.40696  C4 1.089
12 H 0.81490 -0.73871 -2.05223  C5 1.099
13 H 1.02315 -2.00654 -0.86151  C5 1.098
14 H 1.56570 -0.42301 0.88519  C6 1.098
15 H 2.33003 0.26942 -0.53203  C6 1.094
16 H 1.01954 2.05463 0.61980  C7 1.095
17 H 0.17959 1.65229 -0.88834  C7 1.101

The calculation puts the largest force on an atom at 0.27 eV Å⁻¹. The HOMO-LUMO gap comes out at 10.61 eV. The calculation puts the molar mass at 98.1 g/mol. For the energy above the lowest of the compared OMol25 structures with the same formula, charge and spin, the calculation gives 0.129 eV. Its SMILES is O[C@@H]1C=CCCC1. Its spin multiplicity is 1. The total energy is -309.83764 Eh.